The following is a DFT calculation (ωB97M-V/def2-TZVPD) of a molecular structure, C33H30BrCl5GeHfN4O2.

Structure (ORCA input):
```
! RIJCOSX wB97M-V def2-TZVPD def2/J DEFGRID3
* xyz 0 1
Hf 0.07644 0.20303 0.04656
Cl 2.65056 -0.94084 -0.75623
C 3.02828 -0.05389 0.71816
C 1.95334 0.55296 1.34392
C 2.26406 1.21780 2.52113
Cl 0.98466 1.99340 3.43848
C 3.56095 1.28300 3.03511
Cl 3.88947 2.11735 4.50079
C 4.60270 0.65663 2.34854
Cl 6.20711 0.72737 2.95657
C 4.33549 -0.03514 1.17039
Cl 5.58458 -0.84778 0.31230
Br -5.81326 4.21046 -2.23921
C -4.85465 3.11267 -3.44487
C -5.48633 2.03695 -4.04285
C -4.77477 1.25300 -4.94022
C -3.43940 1.50894 -5.20704
C -2.82000 2.59949 -4.60067
C -3.53148 3.41074 -3.72899
N -2.84366 0.72058 -6.28213
N -1.65906 0.35519 -6.24476
C -0.92535 0.44814 -5.00345
C 0.28487 1.11274 -5.02187
C 0.93185 1.39239 -3.81955
C 0.41880 0.90660 -2.63338
O 0.86627 1.30079 -1.40812
C -0.65761 -0.01548 -2.66561
N -0.97105 -0.70069 -1.46422
C -2.39035 -1.05097 -1.24866
C -3.07091 -1.37881 -2.55543
C -2.60950 -0.97438 -3.73471
C -1.40081 -0.14391 -3.82744
H -6.52401 1.82431 -3.82466
H -5.25441 0.41830 -5.43794
H -1.78881 2.83669 -4.82129
H -3.05305 4.26302 -3.26402
H 0.64790 1.51884 -5.95775
H 1.80603 2.03154 -3.78932
H -2.43587 -1.94275 -0.63281
H -3.95173 -2.00723 -2.49882
H -3.12173 -1.26225 -4.64385
O -0.50810 2.46706 0.58940
C -1.75945 2.97771 1.11114
C -2.97571 2.54733 0.26184
C -2.67629 1.46102 -0.76774
C -3.16319 0.04240 -0.36259
C -4.64871 -0.03867 -0.63579
C -5.55933 -0.42859 0.25647
C -5.17525 -0.76871 1.61666
C -3.88012 -0.64264 1.93871
N -2.89450 -0.22288 1.07530
H 0.19742 3.11187 0.70291
H -1.68730 4.06354 1.11986
H -1.85632 2.63626 2.14102
H -3.36059 3.42489 -0.25911
H -3.76154 2.20421 0.93547
H -1.60878 1.48100 -0.97937
H -3.15574 1.69043 -1.71893
H -4.94204 0.24706 -1.64046
H -6.60435 -0.47476 -0.02944
H -5.89916 -1.08188 2.35381
H -3.52542 -0.84271 2.94350
C -1.71522 -3.60253 0.96831
Ge -0.92330 -2.16464 2.02658
C -1.30671 -2.60907 3.88686
C 1.00203 -2.56260 1.91940
C -1.49885 -0.28223 1.51470
H -1.48814 -4.53278 1.49600
H -1.28618 -3.65900 -0.03462
H -2.80173 -3.51471 0.88770
H -0.98557 -3.64057 4.04608
H -2.37203 -2.53784 4.11695
H -0.75714 -1.96083 4.57401
H 1.11249 -3.51767 2.43990
H 1.63935 -1.83368 2.41575
H 1.35621 -2.71024 0.89789
H -1.38361 0.29411 2.44246
*
```

Output
Orbital gap (Ha): 0.2540

***

The following is a DFT calculation (ωB97M-V/def2-TZVPD) of 2 unconnected molecules or ions with the total composition CH3O3PS.

Structure (ORCA input):
```
! RIJCOSX wB97M-V def2-TZVPD def2/J DEFGRID3
* xyz 0 1
C -2.51398 -0.32779 0.22847
O -4.90781 0.63893 0.16549
O -2.11832 0.14428 1.26347
O -1.70433 -0.71358 -0.75834
P -4.26393 -0.59269 -0.29414
S 0.84648 1.05915 -0.10363
H 0.58781 1.87467 -1.10933
H -0.32909 1.44819 0.42742
H -0.83383 -0.34388 -0.67318
*
```

Output
Orbital gap (Ha): 0.3068
SMILES: O=PC(=O)O.S

***

The following is a DFT calculation (ωB97M-V/def2-TZVPD) of a molecular structure, C14H23BrF6N2O7PdS2Sb.

Structure (ORCA input):
```
! RIJCOSX wB97M-V def2-TZVPD def2/J DEFGRID3
* xyz 3 5
Pd 0.92762 0.86156 -0.45983
O 4.63288 0.03965 4.42332
C 3.67347 0.35315 3.62246
C 2.31910 -0.01462 3.74244
C 1.46661 0.40673 2.77348
N 1.83204 1.16885 1.67554
C 3.06820 1.53732 1.56360
Br 3.58000 2.44477 0.01819
C 4.07625 1.16843 2.50261
H 4.37817 -0.51533 5.18499
H 1.97181 -0.61687 4.57144
H 0.41814 0.14398 2.81087
H 5.11732 1.44186 2.38232
C 0.39467 -0.16364 -3.53765
O 0.70485 0.93933 -2.65336
C 0.18488 2.18187 -3.15969
C 0.48002 3.26741 -2.16344
O 0.01143 2.80920 -0.87946
C -0.06642 3.86389 0.10192
H 0.72839 0.09318 -4.54204
H -0.67970 -0.34847 -3.53150
H 0.93175 -1.03473 -3.18422
H -0.89141 2.07831 -3.31828
H 0.66795 2.40640 -4.11258
H -0.04817 4.18223 -2.43611
H 1.55011 3.48419 -2.10202
H 0.89828 4.36370 0.20120
H -0.35504 3.40739 1.04446
H -0.82450 4.58123 -0.20877
F -1.22821 -3.12743 1.22876
C 0.09566 -3.11985 1.09802
F 0.63668 -2.64318 2.21794
F 0.53604 -4.31492 0.83720
S 0.49094 -1.95261 -0.31215
O -0.52836 -0.88124 -0.19857
O 0.55533 -2.72541 -1.49806
N 1.79506 -1.10713 0.08892
S 3.28980 -1.77594 0.11063
O 4.07339 -0.91402 0.95873
O 3.18167 -3.16903 0.35427
C 3.97822 -1.50818 -1.61883
F 5.20194 -1.04230 -1.51558
F 3.21262 -0.59350 -2.23597
F 3.94840 -2.63335 -2.28149
C -5.99443 -0.76326 -1.68771
Sb -4.69457 -0.77455 -0.02221
C -4.66095 -2.73738 0.76620
C -5.48026 0.53035 1.44828
H -6.94571 -1.16376 -1.33118
H -5.59424 -1.39924 -2.47296
H -6.12753 0.25408 -2.04598
H -5.51657 -2.81231 1.43885
H -3.74333 -2.92006 1.31647
H -4.75998 -3.44421 -0.05429
H -6.18110 -0.05635 2.04344
H -5.99782 1.34674 0.95011
H -4.69139 0.91703 2.08726
*
```

Output
Orbital gap (spin up / spin down) (Ha): 0.3047 / 0.2225
⟨S²⟩: 6.016

***

The following is a DFT calculation (ωB97M-V/def2-TZVPD) of 17 unconnected molecules or ions with the total composition C84H219N17O25.

Structure (ORCA input):
```
! RIJCOSX wB97M-V def2-TZVPD def2/J DEFGRID3
* xyz 0 1
C 5.22009 -13.84486 0.86047
O 4.71431 -12.93255 -0.08177
C 5.76555 -12.54759 -0.97143
C 5.22522 -11.59848 -2.10115
N 4.71804 -10.35023 -1.64078
C 4.36484 -9.46447 -2.77205
C 4.27453 -7.94434 -2.41634
O 3.15041 -7.64119 -1.57282
C 3.13685 -6.21481 -1.21408
H 5.89752 -13.33364 1.54446
H 5.56166 -14.79358 0.44651
H 4.32442 -14.09373 1.42963
H 6.33917 -13.36311 -1.41187
H 6.52044 -12.02253 -0.38616
H 4.61344 -12.11468 -2.84100
H 6.16603 -11.40506 -2.61648
H 5.36766 -9.84614 -1.05429
H 3.42518 -9.80979 -3.20318
H 5.17760 -9.45420 -3.49829
H 4.39232 -7.32680 -3.30677
H 5.19136 -7.66375 -1.89788
H 4.12785 -5.94883 -0.84629
H 2.39129 -5.96566 -0.45899
H 2.92761 -5.64984 -2.12245
C 1.01149 -0.79547 -7.51141
O 1.20005 0.62138 -7.48195
C 1.00514 1.25662 -8.77490
C 1.08240 2.79123 -8.77967
N -0.17656 3.43256 -8.31440
C -0.14205 4.87714 -8.56162
C -1.36349 5.64067 -8.02435
O -1.33493 5.28954 -6.69292
C -2.24897 6.06703 -5.91345
H 1.43980 -1.28399 -6.63619
H 1.43719 -1.18866 -8.43460
H -0.05359 -1.02303 -7.55534
H 0.05066 0.94271 -9.19744
H 1.76068 0.98642 -9.51263
H 1.23798 3.09559 -9.81469
H 1.93313 2.93466 -8.11350
H -0.44179 3.14925 -7.38194
H 0.06499 5.00927 -9.62359
H 0.77140 5.26389 -8.10981
H -2.27245 5.36920 -8.56119
H -1.13923 6.69930 -8.15512
H -1.80545 7.00619 -5.58274
H -2.49238 5.55004 -4.98523
H -3.22817 6.07975 -6.39210
C 7.55113 -8.91231 -0.43296
O 6.33531 -8.41358 0.03537
C 5.82562 -8.95591 1.24075
C 4.69190 -8.12307 1.78548
N 5.21234 -6.81952 2.18187
C 4.08448 -5.88462 2.33131
C 4.52591 -4.40953 2.62142
O 5.12551 -3.85724 1.49337
C 4.27191 -3.05518 0.65112
H 7.53400 -9.99678 -0.54119
H 8.32724 -8.55731 0.24508
H 7.77879 -8.56063 -1.43923
H 6.66330 -9.10219 1.92266
H 5.28400 -9.89788 1.15457
H 4.32505 -8.68060 2.64727
H 3.81168 -7.98169 1.15832
H 5.89037 -6.53639 1.48890
H 3.44717 -6.17504 3.16654
H 3.49512 -5.94392 1.41631
H 5.30032 -4.34017 3.38535
H 3.67777 -3.82875 2.98398
H 3.28040 -3.44423 0.41951
H 4.70745 -2.95744 -0.34329
H 4.14177 -2.04089 1.02846
C -0.08350 -4.46328 -1.91617
O -0.97980 -5.03951 -0.92799
C -2.09546 -5.63089 -1.52877
C -3.02925 -6.15720 -0.37503
N -3.71950 -5.13104 0.39458
C -4.60522 -4.23046 -0.40006
C -5.93565 -4.98434 -0.76969
O -6.75440 -4.06119 -1.45910
C -7.96075 -4.69597 -1.91678
H 0.61029 -3.74698 -1.47609
H -0.64779 -3.96072 -2.70173
H 0.43473 -5.28587 -2.40901
H -1.75043 -6.56181 -1.97872
H -2.68974 -5.12437 -2.28927
H -2.46303 -6.87744 0.21553
H -3.70608 -6.74535 -0.99478
H -2.91556 -4.54217 0.55890
H -4.18451 -3.84453 -1.32858
H -4.81365 -3.36905 0.23447
H -6.48846 -5.36745 0.08805
H -5.73398 -5.84435 -1.40829
H -8.56620 -3.93578 -2.41039
H -8.60523 -5.04775 -1.11118
H -7.73006 -5.44929 -2.67003
C 0.01520 3.96876 -3.88507
O 0.61550 3.75709 -2.59395
C 1.72654 4.59751 -2.34190
C 2.98898 4.32649 -3.09820
N 3.38052 2.90600 -2.96662
C 4.32446 2.48506 -4.01528
C 4.66402 1.01283 -3.87452
O 5.51393 0.85257 -2.68069
C 5.26235 -0.31700 -1.98726
H 0.78030 3.83676 -4.65012
H -0.34267 4.99447 -3.97422
H -0.81191 3.28000 -4.05710
H 1.82266 4.39568 -1.27507
H 1.45386 5.63663 -2.52623
H 3.74750 4.97138 -2.65452
H 2.74941 4.65568 -4.10931
H 2.57619 2.30114 -2.88121
H 5.27950 3.00589 -3.94647
H 3.95224 2.74122 -5.00721
H 5.22061 0.62404 -4.72726
H 3.76060 0.40920 -3.78751
H 4.21712 -0.42380 -1.69707
H 5.92668 -0.23518 -1.12698
H 5.55042 -1.19435 -2.56637
C 6.01972 -0.72122 5.07030
O 4.63898 -0.82605 5.19272
C 3.84863 -0.49030 4.03315
C 2.38256 -0.70212 4.30697
N 1.84658 0.06774 5.43027
C 0.52237 -0.30748 5.78448
C 0.04630 0.39098 7.08653
O 0.92722 -0.07118 8.09363
C 0.63746 0.63016 9.26845
H 6.53144 -1.27276 5.85900
H 6.34747 0.31833 5.07505
H 6.33651 -1.09185 4.09543
H 4.23431 -1.02908 3.16767
H 4.02506 0.57201 3.86440
H 2.29944 -1.77016 4.50820
H 1.79989 -0.49674 3.40896
H 2.46705 -0.15817 6.19452
H 0.54478 -1.36759 6.03699
H -0.16402 -0.11220 4.96057
H -0.96570 0.05970 7.31933
H -0.03640 1.47159 6.97016
H 0.53093 1.69376 9.05513
H 1.44826 0.42828 9.96841
H -0.27495 0.26668 9.74122
C 0.67773 13.74184 1.54588
O -0.25102 12.70071 1.31206
C -1.57029 13.02649 0.89424
C -2.49352 11.84781 0.90315
N -2.22496 10.93246 -0.26007
C -3.16374 9.79068 -0.24599
C -2.98624 8.92128 -1.45105
O -1.91733 7.97586 -1.21524
C -1.73447 7.20647 -2.44164
H 1.69430 13.42597 1.78022
H 0.32549 14.47262 2.27388
H 0.73547 14.34097 0.63714
H -1.51099 13.42162 -0.11989
H -1.91043 13.81787 1.56217
H -3.55257 12.10493 0.88360
H -2.29076 11.28317 1.81320
H -1.26331 10.62482 -0.28636
H -4.19291 10.14435 -0.18410
H -3.03803 9.21207 0.66916
H -2.77596 9.50982 -2.34408
H -3.90614 8.38196 -1.67694
H -1.57148 7.72702 -3.38533
H -2.61633 6.56897 -2.50507
H -0.83398 6.59942 -2.34828
C 2.72661 -3.05386 -4.26998
O 1.52371 -3.41053 -4.91918
C 1.42285 -4.73204 -5.41250
C 0.10940 -4.78504 -6.27106
N -1.10691 -4.45243 -5.53649
C -2.11907 -4.16920 -6.47419
C -3.35534 -3.51994 -5.83651
O -3.04823 -2.33950 -5.10323
C -4.18705 -1.83341 -4.34604
H 2.97016 -3.76011 -3.47626
H 2.57188 -2.09777 -3.76992
H 3.54146 -2.87825 -4.97232
H 1.44463 -5.46194 -4.60326
H 2.27691 -4.94470 -6.05551
H 0.12363 -5.80506 -6.65505
H 0.15790 -4.23427 -7.21042
H -0.92510 -3.65375 -4.94560
H -2.38331 -5.11764 -6.94189
H -1.79489 -3.52147 -7.28871
H -3.98604 -4.24159 -5.31735
H -3.99683 -3.32001 -6.69478
H -4.38847 -2.40164 -3.43794
H -5.07113 -1.89651 -4.98050
H -4.12294 -0.80265 -3.99745
C 0.12346 -3.57147 3.59024
C 0.12980 -4.31555 2.30459
C -0.10363 -5.82511 2.36538
O 1.00583 -6.37630 3.09933
C 0.80720 -7.77711 3.35708
N -0.97406 -3.70634 1.55975
H 0.99962 -3.87087 4.16538
H -0.73105 -3.74228 4.24501
H 0.10421 -2.49290 3.43394
H 1.05576 -4.09414 1.77386
H -0.08211 -6.33200 1.40065
H -1.03035 -5.95158 2.92511
H -0.10708 -7.93861 3.92814
H 1.63697 -8.03568 4.01490
H 0.95215 -8.44214 2.50572
H -0.83001 -2.71377 1.44071
H -0.90743 -4.01701 0.60103
C -6.20108 5.35180 4.68418
C -5.15587 4.89076 5.69358
C -3.92514 4.38094 4.91428
O -2.92878 3.86283 5.85363
C -1.94560 3.12492 5.16428
N -4.72292 5.90924 6.63389
H -7.08152 5.67273 5.24091
H -6.49880 4.60441 3.94875
H -5.77028 6.17524 4.11458
H -5.63129 4.08213 6.24874
H -3.43821 5.11456 4.27178
H -4.28756 3.59008 4.25755
H -1.19862 2.84026 5.90528
H -1.38718 3.74157 4.46001
H -2.31917 2.24679 4.63756
H -4.03593 5.52049 7.26399
H -4.27266 6.55108 5.99716
C -1.39384 0.74565 -1.34747
C 0.00938 0.78619 -0.65671
C 0.38546 -0.57299 0.00348
O -0.49394 -1.03897 1.03938
C -0.92868 -0.11688 2.02249
N 0.92774 1.13181 -1.70888
H -2.20776 0.49690 -0.66647
H -1.37981 -0.07296 -2.06704
H -1.74794 1.65715 -1.82899
H -0.04462 1.57636 0.09217
H 1.42988 -0.50132 0.30705
H 0.39860 -1.38760 -0.72063
H -1.68400 0.53096 1.57763
H -0.09846 0.53968 2.28280
H -1.22634 -0.57621 2.96510
H 0.69495 0.55536 -2.50488
H 0.63593 2.06037 -1.97854
C -5.45937 -2.26584 3.34940
C -4.03482 -2.36691 3.88531
C -3.83967 -1.95391 5.35449
O -3.85907 -0.55586 5.41975
C -3.77008 -0.02831 6.69006
N -3.67327 -3.77744 3.64276
H -6.19266 -2.81841 3.93681
H -5.51988 -2.50211 2.28704
H -5.69025 -1.20071 3.33266
H -3.35466 -1.74567 3.30261
H -2.93427 -2.36216 5.80359
H -4.58104 -2.49087 5.94623
H -2.97202 -0.41644 7.32294
H -4.71183 -0.20647 7.20916
H -3.69469 1.05295 6.57471
H -2.69797 -3.77433 3.38030
H -4.22976 -4.18599 2.90553
C 2.15270 3.16010 4.79417
C 2.46034 4.61127 4.44132
C 3.61515 5.13168 5.28526
O 3.37557 5.26246 6.61744
C 2.54212 6.35656 6.94620
N 2.77860 4.69052 3.01317
H 3.03947 2.53290 4.70266
H 1.36575 2.70788 4.19060
H 1.87973 3.13314 5.84909
H 1.59419 5.23304 4.66777
H 3.97356 6.07771 4.87947
H 4.42860 4.42269 5.13125
H 1.64738 5.94411 7.41248
H 2.32066 7.03033 6.11850
H 3.15754 6.89039 7.67034
H 3.38329 3.92276 2.75823
H 3.26677 5.54654 2.79178
C 6.32388 4.46062 2.54773
C 6.18283 3.01715 2.86433
C 5.45532 2.14105 1.77293
O 4.07170 2.51521 1.69091
C 3.43082 2.20514 0.47672
N 7.53569 2.54863 3.13560
H 7.10681 4.68754 1.82410
H 6.40012 5.01703 3.48191
H 5.45453 4.72696 1.94657
H 5.55143 2.81366 3.72922
H 5.68806 1.08783 1.92995
H 5.94821 2.43951 0.84769
H 3.58769 2.88523 -0.36051
H 2.36106 2.16235 0.68136
H 3.64507 1.23174 0.03549
H 7.99902 3.05279 3.87806
H 8.04403 2.86198 2.32105
C -3.96311 5.76244 0.21645
C -2.79292 5.24896 1.08660
C -1.87863 4.19957 0.43696
O -1.26488 3.30164 1.34392
C 0.07367 3.76611 1.73492
N -2.02542 6.44292 1.46635
H -3.58114 6.28653 -0.65964
H -4.73538 6.39221 0.65814
H -4.51034 4.88129 -0.11855
H -3.19664 4.86575 2.02376
H -1.15224 4.68083 -0.21790
H -2.54899 3.57028 -0.14845
H 0.64249 2.98630 2.24133
H -0.10824 4.56913 2.44917
H 0.69208 4.20542 0.95219
H -1.64607 6.76852 0.58875
H -1.19411 6.07249 1.90429
C -5.39971 2.22948 -3.09001
C -4.33374 3.22412 -3.57991
C -3.62777 2.61122 -4.84447
O -2.78004 1.59782 -4.37915
C -1.87319 0.90971 -5.25219
N -5.05328 4.37232 -4.01078
H -5.99251 1.87489 -3.93319
H -6.11144 2.51865 -2.31675
H -4.88227 1.32502 -2.77015
H -3.64082 3.39926 -2.75692
H -3.07479 3.41585 -5.32912
H -4.32787 2.35485 -5.63960
H -1.48021 1.55291 -6.03956
H -2.36603 0.06814 -5.73898
H -1.07749 0.50505 -4.62672
H -5.70923 3.96741 -4.66337
H -5.60441 4.57650 -3.18940
C -7.63640 -1.12191 0.21274
C -6.56106 -0.36685 -0.58151
C -5.26491 -0.17529 0.27291
O -5.57101 0.64658 1.38248
C -4.40495 0.99570 2.11801
N -6.22324 -1.18190 -1.76106
H -7.91093 -0.63328 1.14761
H -7.28582 -2.10634 0.52272
H -8.51152 -1.16793 -0.43545
H -6.93435 0.61224 -0.88173
H -4.58210 0.39180 -0.35976
H -4.79737 -1.07440 0.67428
H -4.64483 1.81196 2.79940
H -3.62982 1.43095 1.48728
H -3.93966 0.26610 2.78080
H -6.07326 -2.07928 -1.32251
H -7.12519 -1.21883 -2.21406
*
```

Output
Orbital gap (Ha): 0.3276

***

F_max for the records above, in order: 2.382; 2.024; 0.463; 2.979 eV/Å
Electronic energy for the records above, in order: -8644.87025; -1005.14816; -5519.95285; -6142.98439 a.u.
Energy relative to the best compared isomer or geometry (same formula, charge and spin) for the records above, in order: 35.6; 31.4; 6.0; 60.7 kcal per mole